Record 1
96
Properties=species:S:1:pos:R:3 method="wB97M-V/def2-TZVPD" e_tot_ha=-5031.51767 homo_ha=-0.304 lumo_energy_ev=0.20 orbital_gap_ev=8.46
C -1.304 1.442 1.622
O -1.451 2.763 1.158
C -2.609 2.961 0.366
C -3.756 3.530 1.211
I -4.311 5.521 0.572
O -4.951 2.831 1.161
C -4.898 1.518 1.695
H -1.133 0.752 0.797
H -2.177 1.102 2.179
H -0.445 1.424 2.284
H -2.341 3.633 -0.436
H -2.928 2.032 -0.103
H -3.399 3.674 2.229
H -4.689 1.533 2.763
H -5.868 1.075 1.543
H -4.165 0.891 1.194
C -4.244 -2.866 4.677
S -5.660 -1.891 4.169
O -5.334 -1.373 2.806
C -5.391 -0.534 5.304
H -4.207 -3.744 4.036
H -3.336 -2.274 4.562
H -4.358 -3.173 5.717
H -4.398 -0.122 5.126
H -5.483 -0.871 6.336
H -6.145 0.224 5.106
C -1.852 2.090 -4.099
S -2.765 0.674 -3.474
O -3.340 1.092 -2.165
C -1.326 -0.332 -3.127
H -2.576 2.866 -4.339
H -1.170 2.440 -3.325
H -1.303 1.797 -4.994
H -0.677 0.200 -2.432
H -0.789 -0.547 -4.052
H -1.674 -1.260 -2.678
C -3.830 3.745 5.115
S -3.974 2.941 6.709
O -5.260 2.189 6.684
C -4.264 4.433 7.664
H -3.692 2.958 4.378
H -4.749 4.291 4.905
H -2.966 4.412 5.108
H -5.148 4.937 7.276
H -3.387 5.078 7.600
H -4.428 4.131 8.696
C 3.344 -1.982 -3.540
S 2.490 -1.852 -5.111
O 1.271 -1.024 -4.857
C 1.965 -3.561 -5.187
H 3.728 -0.994 -3.297
H 2.632 -2.312 -2.784
H 4.177 -2.675 -3.645
H 1.362 -3.803 -4.311
H 2.840 -4.207 -5.239
H 1.371 -3.687 -6.090
C 7.070 0.540 -5.506
S 7.246 -1.232 -5.737
O 6.009 -1.850 -5.187
C 8.529 -1.468 -4.501
H 6.267 0.872 -6.160
H 6.811 0.740 -4.466
H 8.001 1.037 -5.780
H 8.162 -1.120 -3.536
H 9.425 -0.923 -4.799
H 8.744 -2.533 -4.456
C 4.780 -5.010 -7.845
S 4.031 -6.568 -7.353
O 3.389 -6.319 -6.034
C 5.570 -7.430 -7.015
H 3.971 -4.313 -8.057
H 5.389 -4.629 -7.026
H 5.378 -5.161 -8.744
H 6.129 -6.876 -6.261
H 6.143 -7.525 -7.937
H 5.312 -8.417 -6.638
C 1.305 -3.499 5.818
S 0.169 -2.572 4.780
O -1.121 -2.513 5.516
C -0.026 -3.837 3.519
H 1.510 -2.890 6.696
H 0.834 -4.435 6.115
H 2.230 -3.682 5.271
H -0.400 -4.749 3.985
H 0.930 -4.013 3.027
H -0.750 -3.464 2.797
C -0.077 7.354 1.598
S -0.789 5.931 2.433
O -1.038 6.362 3.839
C 0.712 4.949 2.461
H -0.861 8.104 1.518
H 0.754 7.740 2.189
H 0.254 7.060 0.601
H 1.492 5.501 2.986
H 1.007 4.715 1.438
H 0.477 4.028 2.987



Record 2
117
Properties=species:S:1:pos:R:3 method="wB97M-V/def2-TZVPD" e_above_lowest_kcal_mol=0.0 e_tot_ha=-4340.59037 homo_ha=-0.257 lumo_energy_ev=1.41 orbital_gap_ev=8.39 charge=-1
C -3.129 2.997 -0.284
F -4.399 3.268 -0.060
F -2.898 2.678 -1.549
F -2.381 4.028 0.085
S -2.688 1.506 0.780
O -2.711 2.026 2.115
O -3.654 0.523 0.392
N -1.079 1.130 0.357
S -0.888 -0.230 1.229
O -1.004 -0.006 2.636
O -1.540 -1.421 0.750
C 0.968 -0.521 0.964
F 1.251 -0.654 -0.339
F 1.653 0.493 1.487
F 1.306 -1.643 1.588
C -0.971 -3.864 3.854
O -0.584 -2.715 3.724
N -2.035 -4.426 3.196
N -0.208 -4.779 4.573
H -2.190 -5.402 3.046
H -2.587 -3.741 2.702
H 0.306 -4.268 5.273
H -0.689 -5.652 4.702
C 4.610 2.301 -0.970
O 4.640 3.408 -1.487
N 5.308 1.238 -1.548
N 3.822 1.886 0.076
H 5.409 0.403 -1.002
H 5.784 1.363 -2.420
H 2.875 2.259 0.053
H 3.908 1.002 0.546
C 5.486 -1.268 1.633
O 4.810 -0.977 2.606
N 4.879 -1.651 0.454
N 6.802 -0.914 1.484
H 3.896 -1.839 0.538
H 5.437 -1.842 -0.365
H 7.268 -0.471 2.258
H 7.482 -1.163 0.789
C 0.796 4.694 3.100
O 0.287 5.272 4.055
N 2.139 4.605 2.838
N 0.011 4.000 2.215
H 2.467 3.904 2.202
H 2.734 5.260 3.304
H 0.339 3.364 1.495
H -0.978 4.077 2.357
C 4.854 -2.094 -3.244
C 3.514 -1.394 -3.106
O 3.454 -0.223 -3.937
O 5.760 -1.517 -2.302
H 5.176 -2.071 -4.284
H 4.649 -3.120 -2.910
H 3.376 -1.055 -2.073
H 2.631 -1.961 -3.392
H 4.055 0.419 -3.537
H 6.640 -1.886 -2.428
C -0.987 1.357 5.792
C 0.298 1.038 5.053
O 1.472 1.566 5.660
O -2.132 0.847 5.147
H -1.094 2.447 5.836
H -0.943 1.008 6.825
H 0.235 1.533 4.075
H 0.416 -0.008 4.757
H 2.269 1.298 5.202
H -2.237 1.316 4.310
C 1.261 -5.553 1.640
C 2.367 -5.384 0.621
O 2.460 -6.493 -0.259
O 1.623 -6.590 2.547
H 0.347 -5.752 1.074
H 1.182 -4.599 2.166
H 3.308 -5.226 1.172
H 2.286 -4.429 0.099
H 2.554 -7.243 0.340
H 1.262 -6.303 3.394
C 1.109 2.353 -2.498
C 0.882 3.326 -1.352
O 1.092 2.700 -0.091
O -0.002 1.446 -2.577
H 2.014 1.750 -2.389
H 1.207 2.951 -3.404
H -0.127 3.745 -1.360
H 1.638 4.105 -1.478
H 0.290 2.187 0.186
H -0.252 1.238 -1.665
C -1.792 -2.971 -3.157
C -1.096 -1.672 -2.835
O -0.936 -0.871 -3.979
O -1.113 -3.842 -4.058
H -2.782 -2.743 -3.563
H -1.896 -3.501 -2.207
H -0.176 -1.908 -2.283
H -1.768 -1.172 -2.125
H -0.557 -0.023 -3.704
H -1.551 -3.825 -4.910
C -5.499 -1.110 -1.782
C -6.650 -2.132 -1.874
O -7.671 -1.604 -2.725
O -4.388 -1.793 -1.227
H -5.858 -0.340 -1.098
H -5.249 -0.787 -2.797
H -6.972 -2.320 -0.852
H -6.272 -3.069 -2.293
H -7.254 -1.567 -3.590
H -3.942 -1.202 -0.606
C -5.159 4.732 -2.907
C -6.143 5.898 -2.932
O -5.535 7.149 -3.106
O -4.427 4.692 -4.127
H -5.660 3.797 -2.642
H -4.435 4.947 -2.118
H -6.607 5.906 -1.936
H -6.931 5.653 -3.653
H -4.576 7.083 -3.118
H -5.069 4.627 -4.842



Record 3
94
Properties=species:S:1:pos:R:3 method="wB97M-V/def2-TZVPD" e_above_lowest_kcal_mol=84.0 e_tot_ha=-1959.41944 homo_ha=-0.337 lumo_energy_ev=0.27 orbital_gap_ev=9.45
C -3.417 -0.251 0.005
O -3.532 -1.668 0.052
C -4.877 -2.143 0.230
C -4.925 -3.752 0.101
C -4.080 -4.259 -1.024
N -6.284 -4.156 -0.026
H -2.488 0.182 -0.368
H -3.965 0.224 0.818
H -4.051 0.014 -0.841
H -5.240 -1.818 1.205
H -5.449 -1.643 -0.552
H -4.438 -4.313 0.899
H -4.128 -5.344 -1.119
H -3.071 -3.889 -0.847
H -4.295 -3.746 -1.961
H -6.562 -4.065 -0.992
H -6.280 -5.156 0.115
C 3.009 4.799 0.635
O 3.586 4.697 1.913
C 2.743 4.758 3.033
C 3.396 4.108 4.287
C 3.912 2.664 4.105
N 2.657 4.182 5.535
H 2.320 3.955 0.602
H 3.825 4.867 -0.085
H 2.356 5.672 0.656
H 2.560 5.803 3.283
H 1.777 4.347 2.740
H 4.283 4.673 4.574
H 4.783 2.603 3.454
H 3.012 2.280 3.625
H 3.958 2.097 5.035
H 1.766 3.724 5.408
H 3.060 3.591 6.248
O 1.970 -0.599 -1.070
C 1.146 0.310 -0.314
C 1.420 1.826 -0.593
O 0.253 2.485 -1.092
H 1.393 -1.169 -1.584
H 0.122 -0.057 -0.382
H 1.386 0.195 0.743
H 2.283 1.916 -1.254
H 1.729 2.362 0.304
H 0.407 2.605 -2.032
O -2.052 -3.110 -4.249
C -1.171 -3.932 -3.393
C -0.361 -3.094 -2.420
O 0.797 -2.494 -3.087
H -2.950 -3.447 -4.234
H -1.862 -4.512 -2.781
H -0.593 -4.608 -4.024
H -0.114 -3.571 -1.472
H -0.973 -2.292 -2.008
H 1.498 -3.148 -3.121
O -0.965 -0.690 -5.303
C -0.172 0.219 -4.579
C -0.404 1.727 -4.868
O 0.315 2.411 -3.910
H -1.088 -1.488 -4.783
H -0.133 -0.125 -3.545
H 0.811 -0.084 -4.939
H -1.485 1.872 -4.858
H -0.220 2.092 -5.879
H 1.227 2.388 -4.211
O -1.442 -3.236 1.200
C -1.680 -3.048 2.581
C -0.883 -1.776 3.070
O -1.530 -0.733 2.463
H -1.908 -2.542 0.727
H -2.741 -2.911 2.791
H -1.328 -3.886 3.182
H 0.105 -1.807 2.609
H -0.813 -1.857 4.155
H -0.877 -0.169 2.041
O 4.418 -0.868 -1.933
C 4.900 -1.884 -1.015
C 6.397 -1.591 -0.784
O 6.516 -0.274 -0.155
H 3.482 -1.040 -1.805
H 4.353 -1.748 -0.082
H 4.636 -2.797 -1.548
H 6.856 -1.449 -1.762
H 6.998 -2.244 -0.151
H 5.751 0.182 -0.514
O -0.816 2.096 1.371
C -1.307 3.382 1.900
C -2.852 3.078 2.048
O -3.058 1.996 2.947
H -0.132 2.248 0.714
H -0.978 3.717 2.884
H -1.110 4.080 1.086
H -3.310 2.777 1.106
H -3.271 3.979 2.496
H -2.511 1.303 2.571